Formula: C31H38F6N4NiOP2
Source: the OMol25 dataset
Level of theory: ωB97M-V/def2-TZVPD

ORCA input file:
```
! wB97M-V def2-TZVPD RIJCOSX def2/J DEFGRID3
* xyz 0 3
Ni -1.08678 -1.99162 0.58924
C -0.24428 3.47986 3.42966
C -0.84844 3.15727 2.26909
C -0.19518 2.50001 1.07257
C 0.88186 1.41408 1.37391
C 2.21378 2.06305 1.19390
C 2.55642 3.24838 1.72307
C 1.70227 4.47114 2.01757
C 0.79127 4.52853 3.32476
C 0.29522 -2.74465 2.28710
H -0.45731 3.04311 4.42822
H -1.95207 3.05791 2.15132
H 0.20983 3.33729 0.47762
H -0.94272 1.98444 0.43569
H 0.73403 0.97093 2.40220
H 0.74332 0.61610 0.58657
H 2.96806 1.45657 0.65514
H 3.64240 3.42598 1.72576
H 1.20065 4.88424 1.10560
H 2.44022 5.22986 2.29404
H 1.37676 4.55288 4.25501
H 0.25492 5.49587 3.27817
H 0.59128 -1.72613 2.47640
H 1.04107 -3.28618 1.63636
H 0.51442 -3.27826 3.23324
P 1.54098 -1.47716 -1.20641
P -2.10896 -0.79083 -1.09273
N 2.89698 -0.26664 -1.75663
N 2.12447 -2.62894 -2.54738
N -2.09217 0.98822 -1.82913
N -3.58490 -1.13545 -2.17580
C 0.36235 -0.66738 -2.33449
C -0.96487 -1.43294 -2.37124
C 4.06631 -0.02202 -1.04092
C 4.92735 0.80588 -1.78875
C 4.26740 1.04621 -3.02531
C 3.02056 0.43212 -2.95143
C 2.53622 -3.93800 -2.31131
C 3.11370 -4.45851 -3.47333
C 3.04635 -3.44367 -4.47108
C 2.41137 -2.35972 -3.89048
C -2.40851 2.18247 -1.20476
C -2.31084 3.25209 -2.10765
C -1.94117 2.70590 -3.35887
C -1.76107 1.33257 -3.15257
C -4.10915 -0.43093 -3.27020
C -5.05528 -1.19076 -3.94111
C -5.10270 -2.44678 -3.26718
C -4.17036 -2.39401 -2.22812
H 0.74304 -0.62847 -3.35932
H 0.19403 0.37921 -2.05082
H -1.38202 -1.42204 -3.40715
H -0.78254 -2.47085 -2.06571
H 4.18771 -0.42060 -0.05383
H 5.87767 1.21815 -1.47817
H 4.63685 1.60341 -3.87204
H 2.22180 0.46375 -3.67906
H 2.38075 -4.38331 -1.33825
H 3.53443 -5.44292 -3.59631
H 3.40224 -3.47589 -5.49976
H 2.16309 -1.42340 -4.36694
H -2.81979 2.19325 -0.20847
H -2.52907 4.28454 -1.89043
H -1.82990 3.25695 -4.28960
H -1.55298 0.57539 -3.88729
H -3.82658 0.57642 -3.49165
H -5.60055 -0.86559 -4.81928
H -5.73461 -3.28149 -3.52855
H -3.89268 -3.15424 -1.52061
C -0.11209 -0.55837 4.62409
C -1.10894 -1.72754 4.50757
O -1.28576 -2.35038 3.31509
C -0.82960 -2.82750 5.63080
F -0.62860 -2.23204 6.84124
F -1.85103 -3.69979 5.79033
F 0.30382 -3.54939 5.32827
C -2.53237 -1.03448 4.66719
F -2.57683 -0.08048 5.63690
F -2.83601 -0.38855 3.48409
F -3.48569 -1.94278 4.95088
H 0.91851 -0.78977 4.34854
H -0.06671 -0.22916 5.66399
H -0.43463 0.27560 3.98897
*
```

Calculated values
⟨S²⟩: 2.027
Relative energy (zero: lowest compared OMol25 entry of this formula, charge and spin) in kJ/mol: 942.41
HOMO energy (spin up / spin down) in eV: -6.38 / -7.13
Orbital gap (spin up / spin down) in eV: 3.4 / 2.5

Atomic charges from the Löwdin analysis, expressed in e, are listed below: number 1, Ni, carries -0.006; number 2, C, carries 0.039; number 3, C, carries 0.071; number 4, C, carries -0.142; number 5, C, carries -0.140; number 6, C, carries -0.085; number 7, C, carries -0.087; number 8, C, carries -0.161; number 9, C, carries -0.128; number 10, C, carries -0.094; number 11, H, carries 0.165; number 12, H, carries 0.162; number 13, H, carries 0.135; number 14, H, carries 0.070; number 15, H, carries 0.115; number 16, H, carries 0.079; number 17, H, carries 0.090; number 18, H, carries 0.110; number 19, H, carries 0.128; number 20, H, carries 0.107; number 21, H, carries 0.129; number 22, H, carries 0.148; number 23, H, carries -0.026; number 24, H, carries 0.007; number 25, H, carries 0.027; number 26, P, carries 1.171; number 27, P, carries 1.083; number 28, N, carries -0.224; number 29, N, carries -0.234; number 30, N, carries -0.204; number 31, N, carries -0.231; number 32, C, carries -0.476; number 33, C, carries -0.422; number 34, C, carries -0.188; number 35, C, carries -0.099; number 36, C, carries -0.095; number 37, C, carries -0.181; number 38, C, carries -0.155; number 39, C, carries -0.105; number 40, C, carries -0.093; number 41, C, carries -0.161; number 42, C, carries -0.201; number 43, C, carries -0.102; number 44, C, carries -0.087; number 45, C, carries -0.192; number 46, C, carries -0.160; number 47, C, carries -0.098; number 48, C, carries -0.106; number 49, C, carries -0.168; number 50, H, carries 0.045; number 51, H, carries 0.062; number 52, H, carries 0.100; number 53, H, carries 0.058; number 54, H, carries 0.090; number 55, H, carries 0.085; number 56, H, carries 0.089; number 57, H, carries 0.086; number 58, H, carries 0.094; number 59, H, carries 0.085; number 60, H, carries 0.096; number 61, H, carries 0.079; number 62, H, carries 0.094; number 63, H, carries 0.084; number 64, H, carries 0.098; number 65, H, carries 0.102; number 66, H, carries 0.079; number 67, H, carries 0.091; number 68, H, carries 0.084; number 69, H, carries 0.092; number 70, C, carries -0.013; number 71, C, carries -0.429; number 72, O, carries -0.212; number 73, C, carries -0.472; number 74, F, carries 0.112; number 75, F, carries 0.142; number 76, F, carries 0.110; number 77, C, carries -0.500; number 78, F, carries 0.107; number 79, F, carries 0.089; number 80, F, carries 0.149; number 81, H, carries 0.087; number 82, H, carries 0.086; number 83, H, carries 0.059